{
  "formula": "C17H35BNO4P2Ti",
  "method": "wB97M-V/def2-TZVPD",
  "species": ["Ti", "P", "C", "C", "N", "C", "C", "C", "C", "C", "P", "H", "H", "H", "H", "H", "H", "H", "H", "O", "H", "H", "O", "H", "C", "H", "H", "H", "C", "H", "H", "H", "C", "H", "H", "H", "C", "H", "H", "H", "C", "C", "C", "O", "B", "O", "C", "C", "C", "H", "H", "H", "H", "H", "H", "H", "H", "H", "H", "H", "H"],
  "positions_angstrom": [[-1.10615, -0.52749, -0.10948], [0.21780, -2.40041, -0.54620], [-1.23077, -3.53367, -0.80869], [-2.48689, -2.84309, -1.30630], [-2.55757, -1.50497, -1.16789], [-3.50966, -0.74248, -1.73215], [-4.61197, -1.36925, -2.28304], [-4.65748, -2.76169, -2.32311], [-3.57055, -3.50274, -1.86887], [-3.29773, 0.75817, -1.73647], [-1.53384, 1.29961, -1.49121], [-3.52623, -4.58775, -1.93055], [-5.40122, -0.73271, -2.68406], [-5.53596, -3.26316, -2.72536], [-3.57966, 1.17653, -2.71704], [-3.94307, 1.25516, -0.98890], [-0.91583, -4.25837, -1.49196], [-1.42821, -4.05385, 0.14963], [1.28512, -1.94206, -5.85638], [1.77831, -2.56151, -5.36230], [1.82432, -3.35198, -5.92909], [3.53420, 1.29866, 0.35612], [1.89759, 0.55277, -0.41591], [1.77421, 1.17677, -1.15255], [-0.96034, 1.66984, -3.17018], [-1.79625, 1.67144, -3.88474], [-0.47637, 2.65532, -3.17167], [-0.23034, 0.90929, -3.47726], [-1.58730, 2.91984, -0.67335], [-1.65352, 3.70767, -1.43728], [-2.44954, 2.97889, 0.00316], [-0.66478, 3.04624, -0.08631], [1.09384, -3.03549, 0.91207], [1.88929, -3.71971, 0.58494], [1.53345, -2.18236, 1.44559], [0.39653, -3.56320, 1.57723], [1.38465, -2.65362, -1.89600], [2.06516, -1.78979, -1.89254], [1.96765, -3.56989, -1.72704], [0.90823, -2.69430, -2.88281], [2.58662, 0.68343, 4.28063], [1.76753, 1.04567, 3.04163], [0.31083, 0.72242, 3.36259], [2.18056, 0.27040, 1.94421], [2.36868, 1.16319, 0.75431], [1.67874, 2.47848, 1.17016], [1.95063, 2.56544, 2.54259], [1.02500, 3.55606, 3.23257], [3.39894, 3.02625, 2.75733], [2.25275, 1.26764, 5.15022], [3.65762, 0.85752, 4.13092], [2.43576, -0.37853, 4.52077], [0.19362, -0.36150, 3.49248], [0.03847, 1.21010, 4.30500], [-0.38112, 1.04487, 2.57110], [1.22047, 3.53854, 4.31386], [1.23199, 4.56747, 2.86164], [-0.03636, 3.33567, 3.06344], [4.12003, 2.33808, 2.29120], [3.53435, 4.00875, 2.28737], [3.62574, 3.12940, 3.82394]],
  "total_charge": 1,
  "molar_mass_g_mol": 438.10,
  "spin_multiplicity": 3,
  "s2": 2.005,
  "homo_lumo_gap_ev": [5.6, 5.6]
}